[1]
DFT (wB97M-V/def2-TZVPD) results for a structure of composition C50H41CoN2O7S2.

## Properties
HOMO-LUMO gap (alpha / beta): 5.91 / 5.67 eV
Maximum force: 0.0153 hartree/bohr
LUMO level (alpha / beta): -6.422 / -6.663 eV

```
! RIJCOSX wB97M-V def2-TZVPD def2/J DEFGRID3
* xyz 2 1
Co -0.292 -1.747 -1.769
C -2.086 -2.184 -5.512
C -1.786 -2.521 -4.085
O -0.962 -1.767 -3.491
N -2.373 -3.595 -3.578
C -2.312 -4.180 -2.228
C -0.934 -4.653 -1.872
C -0.639 -5.991 -1.671
C 0.671 -6.372 -1.437
C 1.664 -5.405 -1.443
C 1.300 -4.089 -1.629
N 0.024 -3.715 -1.811
H -2.030 -1.106 -5.637
H -3.065 -2.542 -5.819
H -1.326 -2.642 -6.147
H -2.983 -4.074 -4.224
H -3.005 -5.017 -2.233
H -2.682 -3.469 -1.494
H -1.434 -6.722 -1.713
H 0.916 -7.412 -1.273
H 2.704 -5.658 -1.298
H 2.042 -3.302 -1.617
C 5.965 -2.724 3.686
C 4.614 -2.631 3.041
C 3.471 -3.030 3.736
C 2.216 -2.916 3.171
C 2.105 -2.388 1.890
C 3.217 -2.000 1.165
C 4.468 -2.127 1.752
S 0.462 -2.238 1.235
O 0.745 -1.693 -0.189
C -0.223 -0.908 2.190
C -1.443 -1.256 2.807
C -2.104 -0.331 3.561
C -1.589 0.977 3.703
C -2.285 1.959 4.452
C -1.798 3.227 4.552
C -0.592 3.582 3.906
C 0.104 2.662 3.181
C -0.370 1.327 3.065
C 0.327 0.352 2.301
C 1.566 0.757 1.568
C 2.818 0.865 2.240
C 2.960 0.566 3.617
C 4.182 0.655 4.220
C 5.319 1.047 3.482
C 5.211 1.335 2.152
C 3.961 1.246 1.496
C 3.843 1.502 0.105
C 2.643 1.400 -0.530
C 1.506 1.047 0.227
S -0.089 0.817 -0.503
O 0.186 0.092 -1.857
C -0.664 2.429 -0.898
C -1.786 2.829 -0.186
C -2.315 4.087 -0.417
C -1.739 4.943 -1.350
C -2.297 6.317 -1.581
C -0.616 4.508 -2.063
C -0.072 3.259 -1.844
H 6.088 -3.674 4.205
H 6.083 -1.930 4.425
H 6.764 -2.623 2.955
H 3.569 -3.435 4.735
H 1.338 -3.224 3.724
H 3.110 -1.569 0.180
H 5.345 -1.814 1.201
H -1.846 -2.251 2.676
H -3.037 -0.586 4.045
H -3.208 1.681 4.940
H -2.333 3.970 5.126
H -0.220 4.594 3.990
H 1.025 2.946 2.690
H 2.092 0.269 4.190
H 4.281 0.431 5.273
H 6.276 1.125 3.977
H 6.079 1.637 1.581
H 4.731 1.776 -0.450
H 2.555 1.572 -1.593
H -2.247 2.160 0.529
H -3.193 4.405 0.129
H -3.290 6.420 -1.149
H -2.360 6.547 -2.644
H -1.651 7.070 -1.127
H -0.168 5.162 -2.799
H 0.783 2.928 -2.416
O -4.001 -1.901 -0.903
C -3.131 -1.146 -1.273
O -1.844 -1.426 -0.920
C -3.414 0.140 -1.953
C -4.584 0.783 -1.591
C -4.942 2.013 -2.149
C -4.098 2.532 -3.103
O -4.218 3.695 -3.800
C -3.113 3.750 -4.709
O -2.314 2.589 -4.475
C -2.950 1.873 -3.494
C -2.563 0.689 -2.933
H -5.224 0.319 -0.855
H -5.845 2.528 -1.856
H -2.519 4.644 -4.506
H -3.484 3.741 -5.735
H -1.646 0.211 -3.242
*
```

---

[2]
DFT (wB97M-V/def2-TZVPD) results for a structure of composition C50H42AsBrCl5INO5PS3SiZr.

## Properties
HOMO-LUMO gap: 4.18 eV
Maximum force: 0.0250 hartree/bohr
LUMO level: 3.006 eV
Relative energy (zero: lowest compared OMol25 entry of this formula, charge and spin): 17.77 kcal/mol

```
! RIJCOSX wB97M-V def2-TZVPD def2/J DEFGRID3
* xyz -2 1
Zr 0.180 -0.279 1.541
Cl -2.248 2.471 1.386
C -3.056 0.930 1.526
C -2.299 -0.224 1.374
C -3.008 -1.388 1.659
Cl -2.132 -2.885 1.687
C -4.372 -1.435 1.940
Cl -5.180 -2.938 2.214
C -5.094 -0.248 1.985
Cl -6.797 -0.266 2.275
C -4.423 0.955 1.798
Cl -5.297 2.443 1.897
S 1.301 -2.407 2.309
C 1.983 -3.371 1.016
C 3.035 -4.225 1.405
C 3.545 -5.159 0.532
C 3.027 -5.287 -0.759
C 2.027 -4.426 -1.166
C 1.527 -3.442 -0.306
As 0.177 -2.193 -0.916
C 0.984 -1.491 -2.554
C 0.235 -0.592 -3.311
C 0.737 -0.078 -4.498
C 2.011 -0.424 -4.925
C 2.775 -1.291 -4.158
C 2.264 -1.826 -2.984
C -1.045 -3.518 -1.682
C -1.589 -3.386 -2.955
C -2.457 -4.350 -3.454
C -2.792 -5.453 -2.683
C -2.243 -5.595 -1.416
C -1.370 -4.638 -0.921
H 3.427 -4.125 2.413
H 4.351 -5.805 0.861
H 3.406 -6.043 -1.437
H 1.622 -4.511 -2.170
H -0.750 -0.299 -2.968
H 0.132 0.608 -5.080
H 2.413 -0.007 -5.840
H 3.781 -1.547 -4.466
H 2.877 -2.493 -2.393
H -1.341 -2.529 -3.568
H -2.867 -4.235 -4.450
H -3.469 -6.204 -3.071
H -2.489 -6.456 -0.808
H -0.918 -4.778 0.053
O 0.303 1.052 -0.223
P 1.201 2.276 -0.386
C 2.825 1.919 -1.064
C 3.355 0.639 -0.999
C 4.630 0.395 -1.485
C 5.370 1.422 -2.044
C 4.838 2.704 -2.120
C 3.570 2.953 -1.629
C 1.193 3.436 1.004
C 1.549 4.751 0.698
C 1.587 5.726 1.677
C 1.255 5.401 2.985
C 0.895 4.101 3.296
C 0.869 3.117 2.318
C 0.363 3.237 -1.699
C -0.738 4.034 -1.382
C -1.509 4.604 -2.383
C -1.189 4.386 -3.717
C -0.098 3.595 -4.041
C 0.671 3.019 -3.038
H 2.810 -0.151 -0.505
H 5.052 -0.596 -1.382
H 6.374 1.232 -2.402
H 5.420 3.513 -2.542
H 3.172 3.959 -1.674
H 1.804 5.024 -0.318
H 1.881 6.736 1.418
H 1.288 6.156 3.760
H 0.665 3.821 4.315
H 0.605 2.129 2.678
H -0.995 4.210 -0.346
H -2.363 5.215 -2.117
H -1.791 4.832 -4.499
H 0.159 3.419 -5.079
H 1.507 2.385 -3.301
I 4.049 -3.005 5.753
C -1.974 0.952 5.482
Si -0.712 -0.358 4.982
C -1.499 -2.051 5.141
C 0.771 -0.275 6.082
O -0.432 -0.094 3.371
H -2.057 1.026 6.569
H -2.963 0.718 5.078
H -1.681 1.934 5.099
H -1.562 -2.325 6.198
H -0.879 -2.799 4.641
H -2.505 -2.089 4.715
H 0.429 -0.314 7.122
H 1.339 0.641 5.931
H 1.470 -1.102 5.918
O 3.655 2.265 1.572
S 3.488 0.971 2.228
O 4.448 -0.022 1.793
O 2.095 0.393 1.652
S 3.227 1.083 4.147
Br -6.764 1.609 -2.849
C -5.113 0.832 -2.325
C -5.055 -0.519 -2.033
C -3.822 -1.034 -1.653
N -2.726 -0.292 -1.555
C -2.804 1.002 -1.848
C -3.983 1.622 -2.237
H -5.931 -1.148 -2.089
H -3.722 -2.084 -1.392
H -1.887 1.573 -1.744
H -4.008 2.681 -2.452
*
```

---

[3]
DFT (wB97M-V/def2-TZVPD) results for a structure of composition C50H42BrMgN7O4P2S2.

## Properties
HOMO-LUMO gap: 6.81 eV
Maximum force: 0.0288 hartree/bohr
LUMO level: -0.396 eV
Relative energy (zero: lowest compared OMol25 entry of this formula, charge and spin): 27.44 kcal/mol

```
! RIJCOSX wB97M-V def2-TZVPD def2/J DEFGRID3
* xyz 0 1
Mg -0.127 -0.268 -0.205
C -2.528 2.928 -0.674
O -2.396 1.528 -0.662
C -3.535 0.797 -0.468
C -4.790 1.327 -0.231
C -5.847 0.448 -0.026
Br -7.568 1.172 0.316
C -5.678 -0.914 -0.050
C -4.414 -1.463 -0.310
C -3.345 -0.594 -0.533
O -2.075 -0.989 -0.826
C -4.336 -2.916 -0.285
N -5.360 -3.630 0.116
C -4.976 -4.935 0.049
C -5.669 -6.105 0.352
C -5.001 -7.298 0.188
C -3.680 -7.351 -0.269
C -2.979 -6.208 -0.591
C -3.644 -5.003 -0.425
N -3.262 -3.705 -0.635
H -2.899 3.300 0.285
H -3.194 3.252 -1.481
H -1.526 3.321 -0.846
H -4.969 2.388 -0.187
H -6.490 -1.598 0.132
H -1.840 -1.843 -0.403
H -6.687 -6.064 0.704
H -5.506 -8.225 0.416
H -3.199 -8.313 -0.369
H -1.961 -6.243 -0.947
H -2.359 -3.450 -1.014
C 3.286 2.227 1.759
N 2.241 1.462 1.092
P 2.606 -0.037 0.333
C 4.323 0.288 -0.240
C 4.458 1.221 -1.263
C 5.696 1.488 -1.814
C 6.818 0.822 -1.347
C 6.692 -0.103 -0.325
C 5.452 -0.370 0.229
C 2.928 -1.146 1.740
C 3.225 -2.464 1.395
C 3.420 -3.418 2.375
C 3.288 -3.069 3.710
C 2.975 -1.767 4.059
C 2.794 -0.806 3.080
P 0.861 2.250 0.477
C 1.554 3.814 -0.213
C 1.934 4.895 0.575
C 2.440 6.041 -0.010
C 2.558 6.124 -1.388
C 2.182 5.053 -2.182
C 1.687 3.902 -1.595
C 0.053 2.890 1.983
C -0.777 4.007 1.911
C -1.592 4.339 2.977
C -1.592 3.561 4.123
C -0.745 2.469 4.217
C 0.068 2.133 3.150
H 4.039 1.544 2.154
H 2.858 2.796 2.588
H 3.786 2.930 1.083
H 3.574 1.735 -1.625
H 5.789 2.214 -2.608
H 7.786 1.024 -1.779
H 7.566 -0.618 0.044
H 5.368 -1.098 1.024
H 3.283 -2.728 0.346
H 3.643 -4.437 2.100
H 3.412 -3.818 4.476
H 2.841 -1.504 5.098
H 2.537 0.201 3.371
H 1.825 4.846 1.649
H 2.735 6.876 0.607
H 2.937 7.026 -1.843
H 2.264 5.122 -3.257
H 1.391 3.060 -2.210
H -0.768 4.633 1.028
H -2.237 5.203 2.912
H -2.246 3.812 4.945
H -0.732 1.865 5.113
H 0.702 1.260 3.212
S -0.931 -0.629 2.077
C -0.300 -2.225 2.318
C -0.176 -2.548 3.679
N -0.080 -2.727 4.810
C 0.079 -3.131 1.362
S 0.087 -2.866 -0.359
C 0.547 -4.401 1.722
N 0.932 -5.468 1.920
O 3.889 -1.841 -2.144
C 4.068 -1.377 -3.449
N 3.369 -2.156 -4.436
C 2.132 -1.922 -4.949
O 1.696 -2.556 -5.882
C 1.340 -0.840 -4.284
C 0.739 0.160 -5.041
C -0.040 1.103 -4.392
C -0.211 0.993 -3.022
N 0.341 0.027 -2.305
C 1.098 -0.868 -2.914
H 4.195 -2.754 -2.076
H 5.135 -1.358 -3.715
H 3.686 -0.352 -3.454
H 3.835 -2.969 -4.815
H 0.884 0.186 -6.110
H -0.512 1.904 -4.937
H -0.822 1.689 -2.469
H 1.517 -1.640 -2.284
*
```

---

[4]
DFT (wB97M-V/def2-TZVPD) results for a structure of composition C50H42F10N9OSeY.

## Properties
HOMO-LUMO gap: 6.87 eV
Maximum force: 0.0222 hartree/bohr
LUMO level: -0.173 eV
Relative energy (zero: lowest compared OMol25 entry of this formula, charge and spin): 19.74 kcal/mol

```
! RIJCOSX wB97M-V def2-TZVPD def2/J DEFGRID3
* xyz 0 1
Y 0.174 1.678 -0.178
C -1.334 4.393 -1.929
N -1.722 3.141 -1.287
C -2.302 2.207 -2.249
C -1.265 1.859 -3.308
N 0.026 1.778 -2.653
C 1.095 1.524 -3.436
C 1.182 1.189 -4.802
F 0.069 1.103 -5.567
C 2.382 0.889 -5.427
F 2.378 0.573 -6.728
C 3.587 0.896 -4.741
F 4.740 0.593 -5.355
C 3.555 1.220 -3.394
F 4.672 1.190 -2.656
C 2.349 1.526 -2.811
F 2.345 1.762 -1.450
C -2.581 3.364 -0.132
C -1.820 4.156 0.921
N -0.434 3.739 0.879
C 0.404 4.273 1.810
C 0.128 5.083 2.924
F -1.140 5.428 3.243
C 1.124 5.565 3.759
F 0.786 6.326 4.808
C 2.458 5.277 3.534
F 3.417 5.758 4.339
C 2.779 4.479 2.446
F 4.059 4.207 2.166
C 1.765 3.994 1.656
F 2.090 3.191 0.586
H -2.216 4.895 -2.352
H -0.616 4.195 -2.720
H -0.858 5.045 -1.203
H -3.203 2.618 -2.733
H -2.613 1.318 -1.694
H -1.273 2.612 -4.107
H -1.582 0.922 -3.788
H -2.869 2.377 0.248
H -3.511 3.890 -0.402
H -2.309 3.975 1.885
H -1.930 5.233 0.732
N 1.398 -0.722 0.770
C 2.564 -0.176 1.380
C 3.821 -0.438 0.844
C 4.953 0.144 1.395
C 4.833 0.981 2.493
C 3.579 1.223 3.032
C 2.427 0.661 2.494
C 1.077 0.905 3.067
C 0.932 0.817 4.457
C -0.292 1.058 5.048
C -1.367 1.405 4.236
C -1.195 1.490 2.865
C 0.015 1.220 2.201
H 1.606 -1.564 0.251
H 0.652 -0.879 1.440
H 3.916 -1.112 0.002
H 5.922 -0.059 0.961
H 5.707 1.449 2.924
H 3.475 1.874 3.892
H 1.786 0.554 5.070
H -0.407 0.988 6.121
H -2.330 1.627 4.683
H -2.061 1.788 2.279
C -4.236 -0.245 2.870
N -4.725 -0.891 1.666
C -4.004 -1.135 0.549
Se -2.247 -0.745 0.210
N -4.823 -1.791 -0.310
C -6.082 -1.967 0.248
C -7.240 -2.562 -0.222
C -8.333 -2.551 0.630
C -8.267 -1.970 1.901
C -7.104 -1.376 2.366
C -6.016 -1.388 1.510
H -3.176 -0.047 2.743
H -4.377 -0.914 3.719
H -4.776 0.687 3.037
H -4.502 -2.085 -1.217
H -7.294 -3.013 -1.202
H -9.259 -3.003 0.304
H -9.142 -1.985 2.534
H -7.052 -0.927 3.347
C 0.948 -5.337 2.045
C 1.694 -5.189 0.749
C 2.629 -4.175 0.570
C 3.324 -4.026 -0.621
C 3.076 -4.888 -1.682
N 3.738 -4.764 -2.932
C 4.298 -3.607 -3.456
O 5.331 -3.623 -4.083
N 3.621 -2.427 -3.186
C 2.227 -2.258 -3.044
C 1.282 -3.022 -3.715
C -0.052 -2.732 -3.512
C -0.409 -1.703 -2.651
N 0.487 -0.977 -1.988
C 1.770 -1.264 -2.192
C 2.160 -5.919 -1.512
C 1.489 -6.067 -0.310
H 1.220 -4.546 2.743
H 1.166 -6.293 2.523
H -0.130 -5.286 1.889
H 2.835 -3.495 1.388
H 4.068 -3.249 -0.720
H 4.145 -5.600 -3.324
H 4.186 -1.602 -3.331
H 1.588 -3.808 -4.389
H -0.819 -3.295 -4.025
H -1.446 -1.455 -2.473
H 2.498 -0.684 -1.643
H 1.964 -6.596 -2.334
H 0.776 -6.875 -0.202
*
```